[1]
Molecular formula: C9H27F3NO8
Method: DFT, ωB97M-V/def2-TZVPD

Properties
LUMO energy in eV: 6.31
Total energy in eV: -35778.855
Energy above the lowest of the compared OMol25 structures with the same formula, charge and spin in eV: 2.793
Charge: -3
2S+1: 1

Cartesian coordinates (Å):
N  -0.11  -0.11  -0.43
H  -0.44  -0.45  -1.33
H  0.21  0.83  -0.59
H  0.60  -0.74  -0.09
H  -0.99  -0.13  0.06
O  -0.97  -0.75  -2.77
H  -0.02  -0.63  -2.94
C  1.40  2.90  -1.31
O  1.22  2.12  -0.11
O  0.72  2.07  -2.23
C  0.92  4.34  -1.04
F  1.49  5.00  -0.05
F  1.25  5.11  -2.10
F  -0.41  4.42  -0.89
C  2.27  2.09  0.73
C  1.64  1.55  1.99
H  1.67  0.46  1.92
H  2.13  1.70  2.95
H  0.66  1.99  2.18
H  2.61  3.08  1.04
H  3.15  1.55  0.36
H  2.46  2.79  -1.56
O  -2.93  -0.59  0.20
C  -3.37  0.78  0.19
C  -3.30  1.84  -1.08
O  -3.82  1.49  -2.34
H  -2.82  1.21  1.03
H  -4.34  0.77  0.68
H  -2.22  1.83  -1.21
H  -3.47  2.89  -0.86
C  -0.93  -4.60  -0.75
O  -1.28  -3.50  -1.60
H  -1.77  -5.09  -0.25
H  -0.38  -5.23  -1.44
H  -0.24  -4.04  -0.11
H  -0.45  -3.07  -1.80
C  -1.18  -1.63  3.43
O  -1.05  -1.87  2.02
H  -1.47  -0.58  3.51
H  -2.06  -2.14  3.81
H  -0.32  -1.84  4.07
H  -1.85  -1.52  1.61
C  2.96  -2.74  -0.40
O  2.36  -1.51  -0.57
H  3.57  -3.13  -1.21
H  3.77  -2.58  0.31
H  2.18  -3.34  0.07
H  2.97  -1.00  -1.10

Löwdin population analysis, charges in e, atoms 1 to 6: number 1, N, carries 0.259; number 2, H, carries -0.024; number 3, H, carries 0.057; number 4, H, carries 0.066; number 5, H, carries 0.061; number 6, O, carries -0.441



[2]
Molecular formula: C9H27FNa2O12P3
Method: DFT, ωB97M-V/def2-TZVPD

Properties
LUMO energy in eV: -2.79
Total energy in eV: -73763.776
Energy above the lowest of the compared OMol25 structures with the same formula, charge and spin in eV: 0.000
Charge: +1
2S+1: 1

Cartesian coordinates (Å):
Na  1.98  24.23  -2.13
Na  4.97  21.27  -3.27
F  3.14  22.14  -2.22
C  -3.44  23.05  -1.35
O  -2.79  22.94  -2.63
P  -1.27  22.61  -2.67
O  -0.40  23.61  -2.06
O  -1.25  21.19  -1.98
C  -0.03  20.45  -1.98
O  -0.97  22.39  -4.19
C  -1.51  21.27  -4.91
H  -4.31  22.39  -1.34
H  -3.87  24.05  -1.26
H  -2.80  22.85  -0.50
H  -0.06  19.57  -2.62
H  0.18  20.12  -0.96
H  0.85  21.07  -2.21
H  -2.02  20.57  -4.24
H  -0.66  20.71  -5.32
H  -2.18  21.56  -5.71
C  1.58  22.26  0.82
O  1.52  23.33  1.77
P  0.91  24.71  1.36
O  1.29  25.20  0.03
O  -0.64  24.47  1.58
C  -1.54  25.53  1.20
O  1.34  25.64  2.54
C  0.97  25.35  3.90
H  2.63  22.00  0.64
H  1.12  22.52  -0.12
H  1.13  21.36  1.25
H  -2.14  25.22  0.35
H  -0.99  26.44  0.96
H  -2.17  25.77  2.06
H  0.41  26.20  4.28
H  1.86  25.19  4.51
H  0.30  24.50  3.95
C  1.90  17.00  -3.96
O  2.52  17.21  -2.68
P  4.04  17.66  -2.62
O  4.32  18.83  -3.45
O  4.29  17.84  -1.08
C  3.68  18.96  -0.42
O  4.89  16.40  -3.00
C  4.83  15.22  -2.19
H  1.08  17.71  -4.08
H  1.52  15.98  -3.98
H  2.62  17.11  -4.77
H  3.10  18.61  0.43
H  3.05  19.52  -1.10
H  4.48  19.62  -0.09
H  4.30  15.39  -1.26
H  5.84  14.90  -1.97
H  4.35  14.41  -2.75

Löwdin population analysis, charges in e, atoms 1 to 6: number 1, Na, carries 0.579; number 2, Na, carries 0.693; number 3, F, carries -0.603; number 4, C, carries -0.074; number 5, O, carries -0.177; number 6, P, carries 0.319



[3]
Molecular formula: C9H27InO12P3
Method: DFT, ωB97M-V/def2-TZVPD

Properties
LUMO energy in eV: -16.64
Total energy in eV: -67353.662
Energy above the lowest of the compared OMol25 structures with the same formula, charge and spin in eV: 0.113
Charge: +3
2S+1: 1

Cartesian coordinates (Å):
In  -0.18  -2.21  0.92
C  -1.50  1.32  -2.29
O  -0.37  2.09  -1.86
P  0.30  1.84  -0.48
O  0.38  0.40  -0.11
O  -0.44  2.77  0.48
C  -0.60  2.61  1.90
O  1.67  2.51  -0.68
C  2.69  1.96  -1.55
H  -1.89  0.69  -1.48
H  -1.25  0.71  -3.15
H  -2.29  2.02  -2.58
H  -0.20  3.48  2.44
H  -0.11  1.72  2.29
H  -1.66  2.56  2.12
H  3.03  2.77  -2.20
H  2.33  1.13  -2.15
H  3.52  1.64  -0.91
C  4.61  -0.73  1.30
O  4.73  -1.73  0.27
P  3.67  -1.95  -0.85
O  2.28  -2.03  -0.36
O  4.23  -3.24  -1.54
C  4.17  -4.49  -0.83
O  3.92  -0.87  -1.93
C  5.29  -0.64  -2.44
H  4.67  -1.19  2.29
H  3.69  -0.14  1.23
H  5.46  -0.06  1.19
H  5.08  -5.06  -1.07
H  3.36  -5.11  -1.24
H  4.10  -4.35  0.24
H  5.45  -1.22  -3.34
H  6.06  -0.94  -1.72
H  5.36  0.43  -2.59
C  -4.35  -0.29  3.87
O  -4.21  0.62  2.74
P  -3.81  0.10  1.34
O  -2.56  -0.69  1.20
O  -5.09  -0.73  0.92
C  -5.35  -1.12  -0.44
O  -3.81  1.36  0.45
C  -4.98  2.14  0.14
H  -4.27  -1.33  3.57
H  -5.32  -0.08  4.33
H  -3.62  -0.06  4.65
H  -5.61  -2.19  -0.45
H  -4.51  -0.94  -1.09
H  -6.28  -0.61  -0.73
H  -4.95  2.41  -0.91
H  -4.94  3.09  0.71
H  -5.91  1.65  0.41

Löwdin population analysis, charges in e, atoms 1 to 6: number 1, In, carries 1.401; number 2, C, carries -0.027; number 3, O, carries -0.137; number 4, P, carries 0.326; number 5, O, carries -0.237; number 6, O, carries -0.115



[4]
Molecular formula: C9H28O5
Method: DFT, ωB97M-V/def2-TZVPD

Properties
SMILES string: CCO.CCO.CCO.CCO.CO
LUMO energy in eV: 0.55
Total energy in eV: -20022.608
Energy above the lowest of the compared OMol25 structures with the same formula, charge and spin in eV: 1.958
2S+1: 1

Cartesian coordinates (Å):
C  1.23  -1.81  -0.36
O  0.89  -0.49  -0.40
H  1.28  -2.27  -1.34
H  2.13  -1.89  0.26
H  0.36  -2.28  0.09
H  1.68  0.06  -0.36
C  3.32  0.46  1.89
C  3.84  1.45  0.90
O  3.39  1.08  -0.41
H  2.24  0.29  1.86
H  3.47  0.97  2.84
H  3.87  -0.48  1.86
H  4.91  1.58  1.00
H  3.40  2.40  1.18
H  3.64  1.77  -1.03
C  -2.17  1.56  1.27
C  -0.80  1.44  1.97
O  -1.06  1.66  3.32
H  -1.93  1.30  0.24
H  -2.57  2.55  1.47
H  -2.89  0.79  1.55
H  -0.08  2.19  1.66
H  -0.28  0.50  1.76
H  -1.41  0.85  3.70
C  -2.67  -2.00  0.76
C  -3.81  -2.45  1.64
O  -4.25  -1.35  2.48
H  -1.90  -1.43  1.27
H  -2.98  -1.34  -0.06
H  -2.19  -2.88  0.33
H  -3.48  -3.26  2.29
H  -4.65  -2.84  1.07
H  -4.93  -1.73  3.04
C  0.38  0.59  -5.20
C  0.72  0.85  -3.74
O  -0.17  0.06  -2.99
H  0.86  -0.29  -5.63
H  0.74  1.48  -5.72
H  -0.69  0.56  -5.38
H  0.61  1.91  -3.48
H  1.75  0.64  -3.46
H  0.22  -0.23  -2.16

Löwdin population analysis, charges in e, atoms 1 to 6: number 1, C, carries -0.158; number 2, O, carries -0.141; number 3, H, carries 0.087; number 4, H, carries 0.086; number 5, H, carries 0.072; number 6, H, carries 0.042



[5]
Molecular formula: C9H2ClNO2
Method: DFT, ωB97M-V/def2-TZVPD

Properties
LUMO energy in eV: -1.20
Total energy in eV: -27462.490
Energy above the lowest of the compared OMol25 structures with the same formula, charge and spin in eV: 0.074
2S+1: 1

Cartesian coordinates (Å):
C  1.42  -1.23  -0.09
C  2.44  -1.89  -0.20
C  1.28  0.44  -0.01
C  2.43  1.07  0.00
C  -1.64  -1.92  -0.27
C  0.23  -0.36  0.07
C  3.63  1.20  -0.06
C  -1.16  -0.58  -0.06
C  -2.09  0.40  0.09
N  -1.96  -3.01  -0.46
O  -1.73  1.65  0.33
O  -3.37  0.19  -0.01
Cl  5.15  1.72  -0.27
H  -0.81  1.58  0.35
H  -3.85  0.72  0.57

Löwdin population analysis, charges in e, atoms 1 to 6: number 1, C, carries -0.244; number 2, C, carries 0.109; number 3, C, carries -0.027; number 4, C, carries -0.091; number 5, C, carries -0.161; number 6, C, carries -0.086



Please write out number 4 again, unchanged.
Molecular formula: C9H28O5
Method: DFT, ωB97M-V/def2-TZVPD

Properties
SMILES string: CCO.CCO.CCO.CCO.CO
LUMO energy in eV: 0.55
Total energy in eV: -20022.608
Energy above the lowest of the compared OMol25 structures with the same formula, charge and spin in eV: 1.958
2S+1: 1

Cartesian coordinates (Å):
C  1.23  -1.81  -0.36
O  0.89  -0.49  -0.40
H  1.28  -2.27  -1.34
H  2.13  -1.89  0.26
H  0.36  -2.28  0.09
H  1.68  0.06  -0.36
C  3.32  0.46  1.89
C  3.84  1.45  0.90
O  3.39  1.08  -0.41
H  2.24  0.29  1.86
H  3.47  0.97  2.84
H  3.87  -0.48  1.86
H  4.91  1.58  1.00
H  3.40  2.40  1.18
H  3.64  1.77  -1.03
C  -2.17  1.56  1.27
C  -0.80  1.44  1.97
O  -1.06  1.66  3.32
H  -1.93  1.30  0.24
H  -2.57  2.55  1.47
H  -2.89  0.79  1.55
H  -0.08  2.19  1.66
H  -0.28  0.50  1.76
H  -1.41  0.85  3.70
C  -2.67  -2.00  0.76
C  -3.81  -2.45  1.64
O  -4.25  -1.35  2.48
H  -1.90  -1.43  1.27
H  -2.98  -1.34  -0.06
H  -2.19  -2.88  0.33
H  -3.48  -3.26  2.29
H  -4.65  -2.84  1.07
H  -4.93  -1.73  3.04
C  0.38  0.59  -5.20
C  0.72  0.85  -3.74
O  -0.17  0.06  -2.99
H  0.86  -0.29  -5.63
H  0.74  1.48  -5.72
H  -0.69  0.56  -5.38
H  0.61  1.91  -3.48
H  1.75  0.64  -3.46
H  0.22  -0.23  -2.16

Löwdin population analysis, charges in e, atoms 1 to 6: number 1, C, carries -0.158; number 2, O, carries -0.141; number 3, H, carries 0.087; number 4, H, carries 0.086; number 5, H, carries 0.072; number 6, H, carries 0.042